[1]
2 unconnected molecules or ions with the total composition C16H17ClO4S in a non-equilibrium geometry, computed with ωB97M-V/def2-TZVPD.

ORCA input file:
```
! RIJCOSX wB97M-V def2-TZVPD def2/J DEFGRID3
* xyz 0 1
C 3.15767 -0.21672 -5.72005
O 3.17397 -1.26211 -4.71985
C 3.24776 -0.96082 -3.39655
C 3.18446 -2.06786 -2.50558
C 3.02501 -1.85490 -1.15942
C 2.92768 -0.54197 -0.64731
C 2.63918 -0.32176 0.74122
O 2.96232 0.82736 1.28052
C 3.19590 0.89642 2.70776
C 3.11391 0.55341 -1.51059
C 3.26597 0.36023 -2.87181
H 3.10120 -0.75879 -6.66619
H 2.27512 0.42831 -5.60615
H 4.08039 0.38011 -5.69158
H 3.20916 -3.07654 -2.91686
H 2.97890 -2.68542 -0.45705
H 2.41506 -1.18233 1.38777
H 3.36379 1.95199 2.92637
H 2.32972 0.49994 3.25757
H 4.09636 0.31772 2.95083
H 3.12834 1.54994 -1.07475
H 3.35333 1.22485 -3.53509
Cl 0.19570 -0.18748 0.54238
C -1.44788 -0.17198 0.74980
S -2.01803 0.16464 2.33227
C -3.81133 0.38166 2.17609
C -4.33930 1.65636 1.97533
C -5.72873 1.82845 1.96164
C -6.57448 0.72802 2.13853
C -6.03274 -0.54936 2.31524
C -4.64429 -0.72457 2.33360
O -1.88616 -0.99179 3.19368
O -1.52086 1.45987 2.74414
H -2.05922 -0.72226 0.04476
H -3.66767 2.50441 1.84588
H -6.14232 2.82758 1.81580
H -7.65766 0.86427 2.12980
H -6.68127 -1.41705 2.44503
H -4.20897 -1.71187 2.48280
*
```

Output
Molecular weight ... 340.83 g mol⁻¹
HOMO energy ... -5.89 eV
Kohn-Sham gap ... 0.155 hartree

Partial atomic charges computed with the Löwdin method, in multiples of e: -0.05, -0.08, -0.24, 0.01, -0.01, -0.25, -0.25, -0.08, 0.00, 0.00, 0.01, 0.09, 0.10, 0.10, 0.13, 0.13, 0.13, 0.10, 0.11, 0.10, 0.13, 0.11, 0.77, -0.78, 0.55, -0.28, -0.06, -0.08, -0.09, -0.08, -0.06, -0.36, -0.37, 0.02, 0.11, 0.10, 0.10, 0.10, 0.11



[2]
A single C16H17FN2O4S molecule in a non-equilibrium geometry, computed with ωB97M-V/def2-TZVPD.

ORCA input file:
```
! RIJCOSX wB97M-V def2-TZVPD def2/J DEFGRID3
* xyz 0 1
N -1.21632 -2.69346 -1.89283
C -0.76738 -2.02809 -0.78105
C 0.59142 -1.89829 -0.49951
C 1.00556 -1.16658 0.59339
C 0.10792 -0.55037 1.44066
C -1.24782 -0.67156 1.18033
C -1.68581 -1.38833 0.07791
O -3.02004 -1.60142 -0.19400
C -3.93535 -0.60389 0.01010
C -5.24153 -1.00147 0.28551
C -6.23801 -0.05823 0.44110
C -5.91443 1.28147 0.32051
C -4.62596 1.69596 0.03740
C -3.63272 0.74790 -0.12200
H -2.62491 1.05416 -0.35768
H -4.40971 2.74764 -0.06154
F -6.88231 2.20828 0.47804
H -7.25351 -0.34909 0.65658
H -5.45933 -2.05397 0.37209
H -1.97397 -0.21740 1.83789
H 0.47428 -0.00678 2.29430
S 2.75008 -0.97614 0.90910
O 3.48384 -1.88053 0.06462
O 2.99788 -1.01710 2.31976
N 2.95650 0.62321 0.40558
C 3.01519 0.72902 -1.04504
H 3.53448 -0.14405 -1.46029
C 3.74889 2.00334 -1.44901
H 3.19946 2.87491 -1.06269
O 5.08365 2.02982 -0.99110
C 5.28248 1.36478 0.24693
H 6.08884 1.89743 0.75751
C 4.01231 1.35133 1.08935
H 4.18234 0.85161 2.04282
H 3.67089 2.37475 1.27944
H 5.59922 0.32750 0.06498
H 3.79993 2.07949 -2.53823
H 1.99114 0.74405 -1.43054
H 1.33230 -2.37285 -1.12299
H -0.58833 -3.36090 -2.30776
H -2.19116 -2.94614 -1.88962
*
```

Output
Molecular weight ... 352.39 g mol⁻¹
HOMO energy ... -8.34 eV
SMILES string ... Nc1cc(S(=O)(=O)N2CCOCC2)ccc1Oc1ccc(F)cc1
Kohn-Sham gap ... 0.327 hartree

Partial atomic charges computed with the Löwdin method, in multiples of e: 0.13, -0.24, 0.00, -0.28, -0.06, 0.00, -0.20, 0.03, -0.26, 0.01, 0.00, -0.28, 0.00, -0.01, 0.12, 0.12, 0.06, 0.12, 0.12, 0.13, 0.12, 0.69, -0.29, -0.28, -0.22, -0.18, 0.12, -0.19, 0.13, -0.13, -0.17, 0.13, -0.17, 0.11, 0.13, 0.13, 0.13, 0.13, 0.12, 0.10, 0.10